This record from OMol25 describes 12 unconnected molecules or ions with the total composition C93H204N12O12 at a distorted geometry. The level of theory is ωB97M-V with the def2-TZVPD basis set.

Element x y z (Å)
C (5.655, 2.475, -0.382)
C (6.406, 1.882, -1.550)
C (5.452, 1.890, -2.806)
C (7.697, 2.649, -1.829)
C (8.700, 1.957, -2.700)
C (9.046, 0.655, -2.057)
C (7.828, -0.195, -1.743)
C (7.357, -0.803, -3.052)
C (8.278, -1.342, -0.835)
N (6.843, 0.603, -0.964)
O (5.749, -0.296, -0.837)
H (5.318, 3.477, -0.492)
H (4.742, 1.904, -0.203)
H (6.348, 2.398, 0.461)
H (5.960, 1.708, -3.743)
H (4.623, 1.196, -2.748)
H (4.945, 2.873, -2.832)
H (7.384, 3.598, -2.207)
H (8.109, 2.854, -0.840)
H (8.279, 1.807, -3.701)
H (9.603, 2.547, -2.842)
H (9.554, 1.002, -1.154)
H (9.793, 0.100, -2.631)
H (6.606, -1.573, -2.870)
H (8.210, -1.187, -3.621)
H (6.836, -0.124, -3.741)
H (9.053, -1.924, -1.363)
H (7.420, -1.981, -0.648)
H (8.687, -0.930, 0.087)
H (5.528, -0.562, -1.758)
C (0.386, -3.820, -4.611)
C (-0.237, -2.656, -5.370)
C (-1.378, -3.301, -6.197)
C (-0.759, -1.497, -4.535)
C (-1.101, -0.298, -5.378)
C (0.062, 0.155, -6.190)
C (0.674, -0.936, -7.044)
C (-0.204, -1.204, -8.292)
C (2.037, -0.610, -7.595)
N (0.892, -2.125, -6.131)
O (1.437, -3.182, -6.927)
H (-0.165, -4.286, -3.773)
H (0.671, -4.557, -5.350)
H (1.337, -3.500, -4.198)
H (-2.085, -3.757, -5.489)
H (-1.962, -2.602, -6.805)
H (-0.962, -4.032, -6.889)
H (-1.590, -1.857, -3.916)
H (0.053, -1.193, -3.837)
H (-1.993, -0.401, -6.019)
H (-1.295, 0.595, -4.758)
H (0.761, 0.532, -5.395)
H (-0.166, 1.049, -6.789)
H (0.016, -2.110, -8.784)
H (-0.031, -0.414, -9.014)
H (-1.263, -1.172, -8.112)
H (1.886, 0.426, -7.972)
H (2.283, -1.242, -8.433)
H (2.856, -0.560, -6.877)
H (0.756, -3.588, -7.464)
C (5.853, 1.638, 5.011)
C (6.188, 0.366, 4.336)
C (7.485, 0.780, 3.499)
C (6.326, -0.855, 5.240)
C (4.966, -1.173, 5.877)
C (3.937, -1.497, 4.760)
C (3.837, -0.341, 3.794)
C (3.085, -0.733, 2.494)
C (2.975, 0.865, 4.415)
N (5.175, -0.023, 3.330)
O (4.927, 1.092, 2.447)
H (5.097, 1.565, 5.801)
H (6.703, 2.029, 5.513)
H (5.460, 2.318, 4.227)
H (8.417, 0.801, 4.041)
H (7.651, 0.073, 2.656)
H (7.288, 1.792, 3.127)
H (6.705, -1.751, 4.757)
H (7.031, -0.647, 6.019)
H (4.985, -1.946, 6.656)
H (4.638, -0.251, 6.400)
H (2.970, -1.719, 5.230)
H (4.260, -2.436, 4.266)
H (3.103, 0.132, 1.797)
H (2.077, -1.084, 2.708)
H (3.691, -1.518, 2.033)
H (3.180, 0.966, 5.480)
H (1.947, 0.508, 4.307)
H (3.173, 1.818, 3.914)
H (5.223, 0.693, 1.600)
C (2.607, 8.964, 1.842)
C (2.953, 7.532, 1.519)
C (1.806, 6.915, 0.792)
C (4.231, 7.475, 0.613)
C (4.833, 6.097, 0.589)
C (5.288, 5.731, 2.020)
C (4.089, 5.640, 2.901)
C (3.257, 4.323, 2.614)
C (4.540, 5.659, 4.368)
N (3.313, 6.981, 2.803)
O (2.178, 6.697, 3.591)
H (3.161, 9.394, 2.663)
H (2.897, 9.573, 0.985)
H (1.569, 9.216, 2.018)
H (0.955, 7.006, 1.455)
H (1.522, 7.454, -0.108)
H (1.944, 5.853, 0.529)
H (3.835, 7.756, -0.325)
H (4.968, 8.207, 0.876)
H (4.138, 5.374, 0.183)
H (5.746, 6.052, -0.049)
H (5.939, 6.543, 2.295)
H (5.783, 4.769, 2.056)
H (3.937, 3.467, 2.540)
H (2.789, 4.419, 1.629)
H (2.481, 4.168, 3.376)
H (3.654, 5.603, 5.025)
H (5.089, 6.592, 4.581)
H (5.203, 4.844, 4.610)
H (2.084, 7.309, 4.332)
C (-4.096, -5.700, -2.717)
C (-4.435, -4.404, -1.971)
C (-3.417, -4.271, -0.815)
C (-4.355, -3.211, -2.892)
C (-5.535, -3.192, -3.869)
C (-6.864, -3.181, -3.047)
C (-6.991, -4.414, -2.124)
C (-8.073, -4.132, -1.093)
C (-7.431, -5.713, -2.903)
N (-5.749, -4.407, -1.321)
O (-5.809, -5.614, -0.510)
H (-3.160, -5.494, -3.240)
H (-4.073, -6.540, -2.041)
H (-4.855, -5.931, -3.480)
H (-3.580, -5.004, -0.030)
H (-2.375, -4.456, -1.130)
H (-3.495, -3.296, -0.307)
H (-4.281, -2.240, -2.330)
H (-3.473, -3.247, -3.564)
H (-5.487, -2.277, -4.507)
H (-5.532, -4.020, -4.620)
H (-7.772, -3.203, -3.636)
H (-6.892, -2.250, -2.475)
H (-9.042, -3.930, -1.593)
H (-7.796, -3.195, -0.600)
H (-8.219, -4.961, -0.397)
H (-7.398, -6.601, -2.242)
H (-6.766, -5.903, -3.735)
H (-8.382, -5.538, -3.420)
H (-6.009, -5.388, 0.386)
C (-1.947, 4.312, -1.066)
C (-2.337, 3.884, -2.504)
C (-3.319, 2.758, -2.362)
C (-2.935, 5.075, -3.264)
C (-1.925, 6.148, -3.560)
C (-0.732, 5.510, -4.339)
C (-0.096, 4.299, -3.719)
C (0.741, 3.607, -4.797)
C (0.890, 4.670, -2.574)
N (-1.240, 3.386, -3.390)
O (-0.738, 2.154, -2.816)
H (-1.447, 5.277, -0.986)
H (-2.760, 4.560, -0.418)
H (-1.337, 3.574, -0.605)
H (-3.037, 2.028, -1.525)
H (-4.268, 3.157, -2.069)
H (-3.494, 2.262, -3.285)
H (-3.327, 4.757, -4.259)
H (-3.733, 5.411, -2.572)
H (-2.464, 6.939, -4.115)
H (-1.633, 6.598, -2.622)
H (-0.026, 6.307, -4.482)
H (-1.173, 5.210, -5.331)
H (1.453, 4.310, -5.234)
H (0.061, 3.200, -5.562)
H (1.298, 2.744, -4.384)
H (1.066, 3.752, -2.002)
H (0.559, 5.465, -1.904)
H (1.865, 4.985, -3.023)
H (-0.473, 2.222, -1.873)
C (-5.850, -0.439, 1.202)
C (-6.418, 0.522, 0.207)
C (-5.919, 1.905, 0.530)
C (-5.936, 0.195, -1.197)
C (-6.728, 0.973, -2.249)
C (-8.222, 0.629, -2.143)
C (-8.768, 0.917, -0.770)
C (-8.954, 2.393, -0.454)
C (-10.131, 0.263, -0.508)
N (-7.844, 0.231, 0.179)
O (-8.414, 0.584, 1.482)
H (-4.770, -0.586, 0.977)
H (-5.989, -0.013, 2.168)
H (-6.300, -1.427, 1.163)
H (-6.270, 2.248, 1.511)
H (-4.820, 1.898, 0.521)
H (-6.206, 2.638, -0.218)
H (-4.831, 0.361, -1.186)
H (-6.143, -0.892, -1.379)
H (-6.567, 1.998, -2.004)
H (-6.437, 0.726, -3.269)
H (-8.372, -0.412, -2.351)
H (-8.763, 1.192, -2.879)
H (-8.124, 3.057, -0.503)
H (-9.429, 2.479, 0.534)
H (-9.741, 2.756, -1.105)
H (-10.042, -0.820, -0.387)
H (-10.776, 0.448, -1.370)
H (-10.569, 0.675, 0.371)
H (-8.442, -0.248, 1.968)
C (-0.807, 1.555, 3.429)
C (-1.904, 2.424, 4.026)
C (-2.938, 2.683, 2.884)
C (-2.573, 1.639, 5.169)
C (-1.755, 1.669, 6.471)
C (-1.478, 3.137, 6.847)
C (-0.739, 3.845, 5.777)
C (-0.503, 5.329, 6.052)
C (0.753, 3.273, 5.705)
N (-1.513, 3.778, 4.561)
O (-0.782, 4.473, 3.554)
H (-0.249, 2.103, 2.681)
H (-0.112, 1.147, 4.131)
H (-1.229, 0.674, 2.952)
H (-3.950, 2.736, 3.282)
H (-2.655, 3.595, 2.335)
H (-2.887, 1.864, 2.177)
H (-3.555, 2.067, 5.430)
H (-2.789, 0.619, 4.831)
H (-2.294, 1.126, 7.260)
H (-0.785, 1.170, 6.434)
H (-0.991, 3.114, 7.815)
H (-2.488, 3.533, 6.947)
H (0.227, 5.701, 5.354)
H (-0.069, 5.351, 7.062)
H (-1.385, 5.969, 6.021)
H (1.029, 3.236, 6.761)
H (1.430, 3.840, 5.062)
H (0.804, 2.247, 5.309)
H (0.072, 4.066, 3.650)
C (-2.899, -5.550, 5.180)
C (-3.037, -5.186, 3.626)
C (-3.096, -6.468, 2.809)
C (-4.233, -4.265, 3.294)
C (-4.100, -2.868, 3.817)
C (-2.838, -2.266, 3.335)
C (-1.618, -3.146, 3.569)
C (-0.295, -2.662, 2.847)
C (-1.323, -3.080, 5.154)
N (-1.901, -4.515, 3.093)
O (-0.764, -5.366, 3.347)
H (-3.421, -6.504, 5.327)
H (-1.867, -5.722, 5.498)
H (-3.403, -4.826, 5.829)
H (-2.630, -6.344, 1.821)
H (-2.422, -7.195, 3.248)
H (-4.119, -6.822, 2.660)
H (-4.177, -4.254, 2.207)
H (-5.211, -4.690, 3.536)
H (-5.005, -2.307, 3.599)
H (-4.063, -3.014, 4.908)
H (-2.666, -1.269, 3.749)
H (-2.969, -2.168, 2.243)
H (0.510, -2.845, 3.589)
H (-0.314, -1.599, 2.740)
H (-0.048, -3.168, 1.941)
H (-2.175, -3.252, 5.809)
H (-0.901, -2.118, 5.433)
H (-0.606, -3.868, 5.403)
H (-0.381, -5.367, 2.435)
C (2.301, -8.917, -0.062)
O (2.521, -7.606, -0.549)
C (1.800, -6.571, 0.093)
C (0.344, -6.408, -0.262)
C (0.206, -6.197, -1.825)
N (-0.249, -5.286, 0.512)
H (2.525, -8.939, 1.020)
H (2.991, -9.541, -0.642)
H (1.309, -9.298, -0.197)
H (1.945, -6.610, 1.161)
H (2.265, -5.606, -0.185)
H (-0.204, -7.320, 0.049)
H (0.607, -7.024, -2.426)
H (0.765, -5.281, -2.085)
H (-0.810, -5.999, -2.164)
H (0.054, -4.374, 0.246)
H (-1.265, -5.332, 0.623)
C (1.333, 2.197, 0.489)
O (0.240, 1.570, -0.131)
C (0.379, 0.170, -0.205)
C (-0.926, -0.424, -0.799)
C (-2.135, -0.205, 0.154)
N (-0.796, -1.886, -1.163)
H (1.625, 1.713, 1.421)
H (1.102, 3.232, 0.763)
H (2.124, 2.210, -0.243)
H (1.212, -0.230, -0.787)
H (0.542, -0.256, 0.816)
H (-1.188, 0.140, -1.711)
H (-1.938, -0.672, 1.148)
H (-3.041, -0.704, -0.190)
H (-2.368, 0.859, 0.246)
H (-0.359, -2.057, -2.087)
H (-1.703, -2.375, -1.154)
C (4.042, -1.998, -4.242)
O (4.143, -1.888, -2.845)
C (3.077, -2.660, -2.224)
C (3.193, -2.534, -0.639)
C (4.352, -3.273, -0.051)
N (1.958, -3.065, -0.027)
H (3.084, -1.573, -4.604)
H (4.073, -3.037, -4.610)
H (4.859, -1.454, -4.735)
H (2.065, -2.373, -2.543)
H (3.155, -3.754, -2.400)
H (3.342, -1.487, -0.356)
H (5.372, -2.976, -0.398)
H (4.282, -4.383, -0.190)
H (4.366, -3.028, 1.034)
H (1.184, -2.514, -0.339)
H (1.891, -2.931, 0.996)

Atoms 1-2, force components in eV/Å:
C 0.018 -0.227 0.487
C -0.607 -0.292 -0.631

## Properties
HOMO energy   -0.30776 Eh
Electronic energy   -5225.3488 a.u.
LUMO level   0.535 eV
SMILES string   CC1(C)CCCC(C)(C)N1O.CC1(C)CCCC(C)(C)N1O.CC1(C)CCCC(C)(C)N1O.CC1(C)CCCC(C)(C)N1O.CC1(C)CCCC(C)(C)N1O.CC1(C)CCCC(C)(C)N1O.CC1(C)CCCC(C)(C)N1O.CC1(C)CCCC(C)(C)N1O.CC1(C)CCCC(C)(C)N1O.COC[C@H](C)N.COC[C@H](C)N.COC[C@H](C)N